Record 1
CBrClFNO2 | ωB97M-V with the def2-TZVPD basis set

Geometry as XYZ:
```
7
Properties=species:S:1:pos:R:3
C 1.1448 0.2199 -0.2860
N -1.8665 -0.2739 0.0849
O -2.0765 0.7424 0.6004
O -1.9241 -1.4230 0.3961
F 1.2537 0.5391 -1.5927
Cl 1.3359 1.6558 0.7353
Br 2.1326 -1.4603 0.0620
```

Results
LUMO level (spin up / spin down) = -1.4 / -1.5 eV
HOMO (spin up / spin down) = -0.382 / -0.348 Eh
Kohn-Sham gap (spin up / spin down) = 8.976 / 7.960 eV
relative energy (zero: lowest compared OMol25 entry of this formula, charge and spin) = 51.09 kcal/mol
charge = 0

The net atomic charges from natural (NBO), expressed in e, are: C 0.236; N 0.527; O -0.248; O -0.275; F -0.329; Cl 0.027; Br 0.062

=====

Record 2
C10H24Cl4IN4 | ωB97M-V with the def2-TZVPD basis set

Geometry as XYZ:
```
43
Properties=species:S:1:pos:R:3
N -2.6834 1.0526 0.2408
C -3.0521 0.7782 -1.1759
C -3.3921 -0.7686 -1.2844
C -2.1681 -1.6639 -1.7598
C -0.9119 -1.6027 -0.8026
C 0.0983 -0.4270 -1.1028
N 1.0040 -0.7668 -2.2505
C 0.7907 0.0900 -3.3860
N 0.8809 1.5054 -3.3528
N 0.5257 -0.4990 -4.5405
I 0.4569 -2.5716 -4.6037
H -1.7129 0.8141 0.4395
H -2.8988 2.0196 0.4752
H -3.9663 1.4049 -1.4020
H -2.2674 1.1077 -1.9233
H -3.8303 -1.1434 -0.3188
H -4.1932 -0.8593 -2.0829
H -1.8972 -1.4980 -2.8461
H -2.5456 -2.7318 -1.7159
H -0.3323 -2.5636 -0.9752
H -1.1962 -1.6394 0.2870
H -0.3748 0.5811 -1.2402
H 0.7845 -0.3283 -0.1954
H 1.9665 -0.6859 -1.9060
H 0.0536 1.9312 -3.7772
H 1.0431 1.8534 -2.4071
H 0.3731 0.0848 -5.3638
Cl 1.1389 -4.0766 2.9280
C 1.3070 -2.6263 3.9483
C 0.2412 -1.5954 3.6516
Cl 0.4488 -0.8626 2.0386
H 2.3079 -2.2217 3.7989
H 1.2233 -2.9554 4.9844
H 0.2978 -0.7839 4.3778
H -0.7584 -2.0265 3.7000
Cl 1.6749 2.7129 0.7468
C 2.2226 3.2941 2.3435
C 3.6299 2.8401 2.6652
Cl 3.7200 1.0818 2.9317
H 1.5095 2.9472 3.0907
H 2.1832 4.3833 2.3142
H 3.9726 3.3183 3.5832
H 4.3262 3.0969 1.8674
```

Results
LUMO level = -4.5 eV
HOMO = -0.429 Eh
Kohn-Sham gap = 7.220 eV
charge = +1

natural (NBO) atomic charge list, values in e, 8 entries: N -0.851; C -0.222; C -0.417; C -0.410; C -0.442; C -0.255; N -0.680; C 0.700

=====

Record 3
C5H18NO2 | ωB97M-V with the def2-TZVPD basis set

Geometry as XYZ:
```
26
Properties=species:S:1:pos:R:3
C 1.0886 0.1972 2.2779
C 1.0651 -0.7407 1.0528
C -0.1895 -1.6477 1.0120
C -0.4286 -2.2401 -0.3858
C 0.8171 -2.7688 -1.1075
N 1.0569 -0.0019 -0.1770
H 0.3967 1.0070 2.0657
H 2.1001 0.5894 2.3627
H 0.8371 -0.3567 3.1778
H 1.9178 -1.4349 1.1034
H -0.2616 -2.4182 1.7780
H -1.0155 -0.9503 1.1962
H -1.1664 -3.0444 -0.3588
H -0.8513 -1.4589 -1.0135
H 1.6030 -2.0229 -1.2085
H 1.2787 -3.5993 -0.5578
H 0.5520 -3.1713 -2.0847
H 2.4668 1.0685 -4.6773
H 1.8574 0.7147 -4.8962
H 1.9137 0.5547 -0.2126
H -0.4356 1.2573 -0.2218
H -1.3339 2.4869 -0.3796
O -1.3117 1.6255 -0.0090
H -1.9822 4.2383 -2.1451
H -2.4748 4.8652 -0.8665
O -2.0703 4.0614 -1.2074
```

Results
LUMO level (spin up / spin down) = 0.6 / -0.6 eV
multiplicity = 2
HOMO (spin up / spin down) = -0.364 / -0.367 Eh
Kohn-Sham gap (spin up / spin down) = 10.509 / 9.387 eV
relative energy (zero: lowest compared OMol25 entry of this formula, charge and spin) = 0.00 kcal/mol
charge = 0

natural (NBO) atomic charge list, values in e, 8 entries: C -0.611; C -0.127; C -0.415; C -0.400; C -0.608; N -0.432; H 0.231; H 0.203

=====

Record 4
C36H45NO4PS2SiTi | ωB97M-V with the def2-TZVPD basis set

Geometry as XYZ:
```
91
Properties=species:S:1:pos:R:3
Ti -0.0773 0.1919 -0.0574
O -0.3428 2.3086 1.4416
C -0.7606 1.1698 1.5842
C -1.5299 0.7099 2.7512
C -2.0438 1.5675 3.7234
C -2.8794 1.0572 4.7008
C -3.1933 -0.2962 4.7264
C -2.6432 -1.1643 3.7947
C -1.8027 -0.6624 2.8098
P -1.0327 -1.6257 1.4658
C 0.2156 -2.6830 2.2606
C 1.2137 -3.1623 1.4092
C 2.2502 -3.9199 1.9205
C 2.2983 -4.1972 3.2799
C 1.3062 -3.7258 4.1224
C 0.2646 -2.9625 3.6210
C -2.4509 -2.6889 1.0671
C -3.5284 -2.0294 0.4743
C -4.6873 -2.7249 0.1927
C -4.7671 -4.0778 0.4972
C -3.6965 -4.7295 1.0869
C -2.5303 -4.0391 1.3759
H -1.7855 2.6174 3.6937
H -3.3027 1.7253 5.4351
H -3.8693 -0.6809 5.4770
H -2.8879 -2.2164 3.8203
H 1.1692 -2.9118 0.3478
H 3.0295 -4.2849 1.2681
H 3.1309 -4.7457 3.6929
H 1.3527 -3.9409 5.1794
H -0.4863 -2.5652 4.2880
H -3.4338 -0.9668 0.2461
H -5.5320 -2.2242 -0.2587
H -5.6688 -4.6278 0.2715
H -3.7729 -5.7798 1.3247
H -1.6919 -4.5368 1.8425
C 1.0324 3.3394 -1.1593
C -0.3580 3.0067 -1.7090
C -1.4652 3.7001 -0.9127
C -0.4505 3.4612 -3.1624
O -0.5115 1.5589 -1.5966
Si -1.4564 0.5972 -2.6139
S -0.9657 -1.2708 -1.7498
O -2.9348 1.1089 -2.2206
C -4.1864 0.9246 -2.8892
C -4.2170 -0.4444 -3.5600
C -4.3464 2.0362 -3.9274
C -5.2553 1.0183 -1.8006
O -1.1351 0.8290 -4.1670
C -0.6882 0.2313 -5.3894
C 0.6917 0.8095 -5.7239
C -0.6281 -1.2883 -5.2696
C -1.6810 0.6438 -6.4807
H 1.1806 4.4152 -1.1716
H 1.8032 2.8787 -1.7779
H 1.1398 2.9941 -0.1284
H -1.4010 4.7733 -1.0663
H -1.3707 3.5099 0.1525
H -2.4382 3.3503 -1.2496
H -0.2936 4.5337 -3.2060
H -1.4296 3.2417 -3.5755
H 0.3097 2.9789 -3.7667
H -3.4557 -0.4872 -4.3335
H -5.1877 -0.6259 -4.0120
H -4.0065 -1.2227 -2.8284
H -3.5029 2.0171 -4.6121
H -4.3850 3.0082 -3.4412
H -5.2628 1.8934 -4.4940
H -5.1481 0.1876 -1.1069
H -6.2459 0.9823 -2.2429
H -5.1491 1.9524 -1.2528
H 1.4004 0.6178 -4.9223
H 0.6168 1.8825 -5.8866
H 1.0737 0.3514 -6.6316
H 0.1049 -1.5959 -4.5283
H -0.3529 -1.7155 -6.2298
H -1.5951 -1.6872 -4.9730
H -1.7881 1.7263 -6.4967
H -2.6545 0.1892 -6.3171
H -1.3110 0.3230 -7.4501
S 1.8600 0.0865 1.7237
C 2.6508 -0.0369 0.2093
C 4.0367 -0.1557 0.0015
C 4.5013 -0.2430 -1.2888
C 3.5925 -0.2273 -2.3562
C 2.2496 -0.1162 -2.0773
N 1.7877 -0.0083 -0.8262
H 4.6943 -0.1736 0.8554
H 5.5606 -0.3373 -1.4793
H 3.9281 -0.3043 -3.3774
H 1.4977 -0.1176 -2.8597
```

Results
LUMO level = -3.6 eV
HOMO = -0.393 Eh
Kohn-Sham gap = 7.128 eV
relative energy (zero: lowest compared OMol25 entry of this formula, charge and spin) = 0.00 kcal/mol
charge = +1

Löwdin atomic charge list, values in e, 8 entries: Ti 0.622; O 0.002; C -0.452; C -0.205; C 0.011; C -0.044; C -0.038; C -0.062

=====

no.,total energy (Ha)
1,-3377.21550
2,-2752.63208
3,-406.42674
4,-4031.29022